The following is a quantum chemistry calculation of a molecular structure, FHN2O2S in a non-equilibrium geometry, from the OMol25 dataset.

Calculated values
E_HOMO (alpha / beta) in eV: -9.601 / -10.201
ΔE to the lowest compared entry with this formula, charge and spin in eV: 1.3354
Frontier orbital gap (alpha / beta) in eV: 9.924 / 6.576
Spin multiplicity: 3
Energy in Eh: -758.3290

CARTESIAN COORDINATES (ANGSTROEM)
N1 -1.175776 0.263740 -0.018805
N2 -0.055795 -0.403478 0.436615
O1 -2.134222 -0.426754 -0.237421
O2 -1.095379 1.458888 -0.024460
F1 0.084786 -1.642290 -0.068363
S1 1.814513 0.930476 -0.008905
H1 2.561873 -0.180583 -0.078660

Forces on atoms 1 to 2 (eV/Å):
-1.000 -1.117 -0.423
2.039 0.367 1.399

=====

The following is a quantum chemistry calculation of C4H11NS in the gas phase in a non-equilibrium geometry, from the OMol25 dataset.

Calculated values
E_HOMO in eV: -8.333
SMILES: CCSCNC
ΔE to the lowest compared entry with this formula, charge and spin in eV: 1.7105
Frontier orbital gap in eV: 9.397
Energy in Eh: -611.8793

CARTESIAN COORDINATES (ANGSTROEM)
C1 0.270482 2.315353 1.135529
C2 1.220663 1.045347 1.400362
S1 1.051849 -0.213303 0.071083
C3 -0.772919 -0.439286 0.167750
N1 -1.348997 -1.417478 -0.658671
C4 -1.249967 -1.292626 -2.135415
H1 -0.145823 2.359559 0.029466
H2 0.778115 3.129137 1.554329
H3 -0.672256 2.259942 1.757325
H4 1.065038 0.571276 2.402918
H5 2.151958 1.321312 0.995663
H6 -1.100641 0.578545 -0.244618
H7 -1.160243 -0.572382 1.133769
H8 -1.270943 -2.373372 -0.220443
H9 -2.064255 -0.613329 -2.394873
H10 -1.457876 -2.222523 -2.577313
H11 -0.319237 -0.875688 -2.372202

Forces on atoms 1 to 2 (eV/Å):
-2.140 -2.792 -0.525
-2.779 0.110 -1.477

=====

The following is a quantum chemistry calculation of 2 unconnected molecules or ions with the total composition C3H6N2O3 in a non-equilibrium geometry, from the OMol25 dataset.

Calculated values
E_HOMO in eV: -9.701
ΔE to the lowest compared entry with this formula, charge and spin in eV: 9.7016
Frontier orbital gap in eV: 8.921
Energy in Eh: -452.8445

CARTESIAN COORDINATES (ANGSTROEM)
C1 0.059028 -0.143180 -1.571194
C2 -0.511455 0.674374 -0.709224
C3 1.335703 -1.206079 1.349778
N1 -0.657705 -0.105272 1.147536
N2 -1.272955 1.836806 -0.991140
O1 -0.606108 2.796892 -1.363879
O2 -2.469339 1.837421 -0.781665
O3 -0.037907 -1.330897 1.091314
H1 0.284206 0.213692 -2.593142
H2 0.500523 -1.106126 -1.241859
H3 1.783216 -0.627119 0.520445
H4 1.762485 -2.263911 1.545025
H5 1.523330 -0.537772 2.291739
H6 -1.693021 -0.038827 1.306265

Forces on atoms 1 to 2 (eV/Å):
0.812 0.661 -0.155
-0.495 -4.041 2.972

=====

The following is a quantum chemistry calculation of 2 unconnected molecules or ions with the total composition C14H16O in a non-equilibrium geometry, from the OMol25 dataset.

Calculated values
E_HOMO in eV: -8.297
SMILES: Cc1ccc(O)cc1.Cc1ccccc1
ΔE to the lowest compared entry with this formula, charge and spin in eV: 1.5569
Frontier orbital gap in eV: 9.074
Energy in Eh: -618.2588

CARTESIAN COORDINATES (ANGSTROEM)
C1 1.029680 2.337454 3.033508
C2 1.435111 1.819396 1.686925
C3 0.916716 0.708315 1.035078
C4 1.088196 0.460125 -0.307102
C5 1.951474 1.250161 -1.063803
O1 2.040047 1.184517 -2.409194
C6 2.542305 2.283024 -0.372657
C7 2.350652 2.646214 0.962381
H1 1.944004 2.621329 3.575501
H2 0.425367 1.669201 3.649908
H3 0.545576 3.323093 3.032032
H4 0.363578 0.028298 1.679997
H5 0.693421 -0.418840 -0.816696
H6 2.092213 0.314547 -2.817742
H7 3.152133 2.997125 -0.926433
H8 2.745010 3.572764 1.345071
C8 -2.823265 -0.415444 0.482602
C9 -1.997459 -1.367666 -0.333758
C10 -2.177216 -1.256191 -1.725888
C11 -1.592673 -2.196234 -2.562809
C12 -0.612690 -3.018356 -1.963833
C13 -0.435062 -3.149925 -0.621234
C14 -1.215200 -2.306616 0.238927
H9 -3.863289 -0.127710 0.318528
H10 -2.266753 0.450024 0.857420
H11 -3.052408 -0.815329 1.499683
H12 -2.691901 -0.494718 -2.290000
H13 -1.893928 -2.231747 -3.600547
H14 0.032024 -3.572714 -2.646477
H15 0.368595 -3.758148 -0.230440
H16 -1.094257 -2.535949 1.291053

Forces on atoms 1 to 2 (eV/Å):
0.610 0.279 0.930
1.070 1.943 -0.732

=====

The following is a quantum chemistry calculation of 2 unconnected molecules or ions with the total composition C2H2N3S2 in a non-equilibrium geometry, from the OMol25 dataset.

Calculated values
E_HOMO (alpha / beta) in eV: -2.684 / -3.117
Charge: -1
ΔE to the lowest compared entry with this formula, charge and spin in eV: 3.0190
Frontier orbital gap (alpha / beta) in eV: 5.752 / 3.854
Energy in Eh: -1037.9825

CARTESIAN COORDINATES (ANGSTROEM)
C1 0.779119 -0.766929 -0.360207
C2 0.800217 0.021677 -1.488192
N1 -0.022086 -0.332309 0.540779
N2 -0.582449 0.771789 -0.047904
N3 -0.123246 0.989694 -1.250075
S1 -2.162111 2.971320 -0.929636
S2 1.841135 -0.098026 -2.859562
H1 1.307717 -1.652251 -0.036823
H2 -1.203336 1.326280 0.534668

Forces on atoms 1 to 2 (eV/Å):
1.473 -2.632 1.494
0.043 0.770 -1.318

=====

The following is a quantum chemistry calculation of a molecular structure, C22H26BaN2O13 in a non-equilibrium geometry, from the OMol25 dataset.

Calculated values
E_HOMO in eV: -2.138
Charge: -2
ΔE to the lowest compared entry with this formula, charge and spin in eV: 4.6196
Frontier orbital gap in eV: 6.290
Energy in Eh: -1967.1435

CARTESIAN COORDINATES (ANGSTROEM)
Ba1 1.058952 -0.064683 0.523746
O1 3.483712 -3.584995 -0.008979
C1 2.594551 -2.885066 0.452503
O2 2.683096 -1.629875 0.797824
C2 1.227809 -3.551378 0.848170
C3 0.747247 -3.030545 2.239376
C4 -0.259480 -3.983735 2.877589
C5 -1.532557 -3.726597 2.019446
C6 -1.038245 -2.664982 1.035828
O3 -0.124806 -1.912874 1.894626
C7 -0.095629 -3.293504 -0.021182
C8 -0.011265 -2.577493 -1.405875
O4 -1.416353 -2.391189 -1.872717
O5 0.866648 -2.859668 -2.187906
H1 1.443744 -4.617574 0.894818
H2 1.558001 -2.696255 2.876533
H3 -0.425083 -3.709253 3.919891
H4 0.084313 -5.019889 2.838501
H5 -2.347324 -3.334439 2.626353
H6 -1.886106 -4.618310 1.498153
H7 -1.805753 -2.027542 0.617095
H8 -0.518399 -4.251761 -0.332216
O6 -1.677618 0.611722 0.806329
C9 -2.601569 0.393513 0.013343
C10 -2.548580 -0.236838 -1.290730
C11 -3.703749 -0.045061 -2.045104
C12 -3.650932 -0.161739 -3.421067
C13 -2.377573 -0.253324 -4.093467
C14 -1.269895 -0.498765 -3.365556
C15 -1.377167 -0.923702 -1.935730
O7 -0.226870 -0.805335 -1.183677
N1 -4.861807 0.033660 -4.170042
O8 -5.928387 0.194536 -3.572060
O9 -4.776666 0.157605 -5.395972
H9 -3.615269 0.746320 0.276678
H10 -4.619686 0.293287 -1.576267
H11 -2.332275 -0.065679 -5.157187
H12 -0.281218 -0.531226 -3.811151
C16 -0.756404 3.025238 3.558408
C17 0.520754 2.204293 3.446365
C18 1.314436 2.225076 4.732997
O10 0.187063 0.820563 3.195024
C19 1.389625 2.843972 2.300162
O11 1.850219 3.971091 2.528681
O12 1.482920 2.155705 1.243181
H13 -1.396816 2.597760 4.337481
H14 -1.318026 3.023041 2.619214
H15 -0.509804 4.059569 3.804439
H16 0.666464 1.979424 5.581708
H17 1.759567 3.208646 4.875076
H18 2.114808 1.481098 4.689444
H19 -0.540637 0.822799 2.540241
C20 2.398956 3.904030 -3.468537
N2 2.836566 2.755396 -2.701265
C21 4.177958 2.717401 -2.158311
C22 1.901945 1.913069 -2.203337
O13 2.168110 1.038260 -1.402264
H20 3.163618 4.172682 -4.199392
H21 2.198133 4.777971 -2.841669
H22 1.489156 3.651050 -4.010887
H23 4.839996 3.235694 -2.853532
H24 4.505095 1.687702 -2.042324
H25 4.229800 3.198425 -1.177658
H26 0.888666 2.052659 -2.603170

Forces on atoms 1 to 2 (eV/Å):
-0.289 1.314 1.368
-0.010 -0.137 -0.080

=====

Q: What is the formula in the fourth record?
A: C14H16O

=====

Q: Among the records above, which one has the lowest ΔE to the lowest compared entry with this formula, charge and spin?
A: FHN2O2S

=====

Q: Look up the ΔE to the lowest compared entry with this formula, charge and spin of the first one.
A: 1.3354 eV

=====

What did the fifth record say?
The following is a quantum chemistry calculation of 2 unconnected molecules or ions with the total composition C2H2N3S2 in a non-equilibrium geometry, from the OMol25 dataset.

Calculated values
E_HOMO (alpha / beta) in eV: -2.684 / -3.117
Charge: -1
ΔE to the lowest compared entry with this formula, charge and spin in eV: 3.0190
Frontier orbital gap (alpha / beta) in eV: 5.752 / 3.854
Energy in Eh: -1037.9825

CARTESIAN COORDINATES (ANGSTROEM)
C1 0.779119 -0.766929 -0.360207
C2 0.800217 0.021677 -1.488192
N1 -0.022086 -0.332309 0.540779
N2 -0.582449 0.771789 -0.047904
N3 -0.123246 0.989694 -1.250075
S1 -2.162111 2.971320 -0.929636
S2 1.841135 -0.098026 -2.859562
H1 1.307717 -1.652251 -0.036823
H2 -1.203336 1.326280 0.534668

Forces on atoms 1 to 2 (eV/Å):
1.473 -2.632 1.494
0.043 0.770 -1.318